Computed, not measured: a single C9H13N3O molecule at a distorted geometry, with the ωB97M-V functional and the def2-TZVPD basis.

Calculated values
Maximum force = 6.84 eV Å⁻¹
Net charge = 0
HOMO level = -8.25 eV
E_LUMO = 0.1 eV
HOMO-LUMO gap = 8.4 eV
SMILES = CN(C)/N=N\c1ccccc1CO

XYZ file:
```
26
C9H13N3O | OMol25 | the ωB97M-V functional and the def2-TZVPD basis
C 0.40622 0.18278 1.91874
C 2.80967 -0.54119 1.86631
C -0.15950 1.10168 -0.71542
C -1.18580 2.01740 -0.29843
C -2.51306 1.61845 -0.52685
C -2.89768 0.27715 -0.89657
C -1.97031 -0.68250 -1.34925
C -0.62560 -0.15558 -1.20689
C 0.35884 -1.08185 -1.52629
H 0.80721 -0.06850 3.04523
H -0.11367 1.15416 1.67834
H -0.34027 -0.81889 1.80460
H 2.80198 0.18164 2.78188
H 3.66237 -0.75769 1.10869
H 2.52300 -1.43051 2.45705
H -0.80442 3.04154 -0.26229
H -3.24766 2.28441 -0.48735
H -3.92929 -0.17120 -0.53542
H -2.27656 -1.68095 -1.70282
H 0.87447 -1.42000 -0.46966
H 1.22670 -0.83173 -2.36075
H 0.02564 -2.14685 -3.07013
N 1.53283 -0.16064 0.97775
N 2.05016 0.81003 0.21118
N 1.19144 1.56959 -0.43395
O -0.20672 -2.29077 -2.00769
```



Computed, not measured: a molecular structure, C27H31N2O2P2PdS2, with the ωB97M-V functional and the def2-TZVPD basis.

Calculated values
Maximum force = 0.19 eV Å⁻¹
Net charge = -1
HOMO level = -2.71 eV
E_LUMO = 2.4 eV
HOMO-LUMO gap = 5.1 eV

XYZ file:
```
67
C27H31N2O2P2PdS2 | OMol25 | the ωB97M-V functional and the def2-TZVPD basis
Pd 1.29463 -0.49212 2.02302
O -1.49222 -4.13964 -3.76826
C -2.24501 -3.26230 -2.93787
C -1.41274 -2.80813 -1.77031
C -2.00515 -2.51673 -0.55075
C -1.21818 -2.01530 0.47512
N 0.08701 -1.80380 0.35248
C 0.66463 -2.10993 -0.81277
C -0.04692 -2.61131 -1.89443
C 2.12164 -1.82717 -0.90168
C 2.64918 -1.24209 -2.04524
C 3.97079 -0.84005 -2.03338
C 4.54192 0.01328 -3.12840
O 3.95102 -0.27705 -4.39237
C 4.71959 -1.09932 -0.89568
C 4.10990 -1.71653 0.18537
N 2.82970 -2.06912 0.20156
H -1.87697 -4.13055 -4.64790
H -3.14777 -3.75865 -2.56691
H -2.56013 -2.37932 -3.50550
H -3.06933 -2.65276 -0.39845
H -1.65642 -1.74927 1.43011
H 0.45992 -2.85030 -2.81938
H 2.01624 -1.02109 -2.89324
H 5.62562 -0.12529 -3.18566
H 4.35431 1.05405 -2.84443
H 3.67561 0.54865 -4.79521
H 5.75600 -0.78928 -0.82757
H 4.67522 -1.91479 1.08974
C 2.92751 -0.97426 5.02375
P 1.36415 -0.45681 4.18385
C 0.18269 -1.31086 5.32934
C 1.22670 1.22826 4.93383
H 2.89802 -0.81446 6.10701
H 3.75447 -0.40635 4.59533
H 3.10714 -2.03097 4.81905
H 0.38233 -1.08358 6.38274
H 0.24773 -2.38871 5.17166
H -0.83558 -0.99944 5.08633
H 1.34614 1.22826 6.02323
H 0.24972 1.64530 4.68142
H 1.98707 1.86276 4.47722
S 0.79493 2.59228 -0.28519
P -0.66772 1.35567 -1.14673
S 2.22890 1.24887 0.41033
C -1.57367 2.64157 -2.10656
C -2.31916 3.66243 -1.52060
C -2.94718 4.61972 -2.30332
C -2.84351 4.57055 -3.68804
C -2.10379 3.55988 -4.28602
C -1.47457 2.60502 -3.49676
C -1.89348 1.13024 0.21834
C -1.52021 1.22429 1.55541
C -2.43105 0.91466 2.56063
C -3.72199 0.52004 2.24501
C -4.10468 0.43046 0.91002
C -3.19305 0.72393 -0.09142
H -2.40931 3.70403 -0.44132
H -3.51985 5.40811 -1.82954
H -3.33818 5.31691 -4.29788
H -2.01935 3.51363 -5.36512
H -0.89415 1.81460 -3.95995
H -0.50644 1.51154 1.81291
H -2.11657 0.97318 3.59635
H -4.42801 0.27880 3.03097
H -5.11331 0.12719 0.65296
H -3.49475 0.63913 -1.13127
```



Computed, not measured: a single C22H28N2O4S molecule at a distorted geometry, with the ωB97M-V functional and the def2-TZVPD basis.

Calculated values
Maximum force = 1.53 eV Å⁻¹
Net charge = 0
HOMO level = -8.06 eV
E_LUMO = 0.5 eV
HOMO-LUMO gap = 8.6 eV

XYZ file:
```
57
C22H28N2O4S | OMol25 | the ωB97M-V functional and the def2-TZVPD basis
C -4.47616 3.11258 -5.57893
H -5.08871 3.65850 -4.85462
O -3.97284 1.91635 -5.03270
C -3.15057 1.98306 -3.95659
C -2.68325 0.75630 -3.47163
C -1.84068 0.70695 -2.38805
C -1.43900 1.88649 -1.75342
C -1.90659 3.10650 -2.23517
C -2.75335 3.15925 -3.32500
H -3.09695 4.12012 -3.67384
H -1.60108 4.02046 -1.74900
C -0.54605 1.83270 -0.62166
N -0.05145 0.75230 -0.08028
C 0.74907 1.18003 0.94682
C 0.68885 2.54739 0.99695
O -0.12740 2.95602 -0.00594
C 1.31637 3.54179 1.89894
H 0.91111 4.52778 1.69067
H 2.39677 3.56267 1.75545
H 1.10819 3.27334 2.93286
C 1.47576 0.24989 1.82378
H 2.41884 0.68444 2.15204
H 1.64022 -0.71172 1.34459
S 0.53485 -0.08084 3.41299
O 0.13874 1.24342 3.89792
C -1.00224 -0.76723 2.62280
C -0.72687 -2.06773 1.90426
O -0.61813 -3.12366 2.50165
N -0.63542 -1.94687 0.56833
H -0.56712 -1.01674 0.15206
C -0.40324 -3.08078 -0.29302
H -1.21813 -3.14437 -1.02417
H -0.43445 -3.97380 0.33407
C 0.92735 -2.98025 -1.04692
C 2.14192 -2.82218 -0.16902
C 3.02665 -1.86030 -0.40498
C 4.31782 -1.69257 0.33682
C 4.67115 -2.95164 1.12183
C 3.44629 -3.42824 1.89217
C 2.33830 -3.83531 0.92369
H 1.41114 -3.96681 1.48397
H 2.58018 -4.80017 0.46544
H 3.70266 -4.27507 2.53075
H 3.08919 -2.62204 2.53729
H 5.49954 -2.74923 1.80330
H 4.98678 -3.73456 0.42906
H 5.11165 -1.45631 -0.37707
H 4.24047 -0.83892 1.01915
H 2.84266 -1.13785 -1.19052
H 1.03832 -3.89310 -1.63999
H 0.87953 -2.13543 -1.73827
H -1.67258 -0.94935 3.46224
H -1.41265 0.00361 1.97525
H -1.47818 -0.23850 -2.01785
H -3.00205 -0.14351 -3.97305
H -3.67012 3.76051 -5.93742
H -5.09741 2.81239 -6.42106
```



Computed, not measured: 2 unconnected molecules or ions with the total composition C28H27N2O at a distorted geometry, with the ωB97M-V functional and the def2-TZVPD basis.

Calculated values
Maximum force = 3.44 eV Å⁻¹
Net charge = +1
HOMO level = -10.62 eV
E_LUMO = -5.3 eV
HOMO-LUMO gap = 5.3 eV

XYZ file:
```
58
C28H27N2O | OMol25 | the ωB97M-V functional and the def2-TZVPD basis
C -5.33728 1.06002 -6.10371
C -4.46911 1.17695 -4.89557
C -4.97962 0.86020 -3.62591
C -4.19489 1.00635 -2.49500
C -2.86235 1.49745 -2.59894
C -2.08374 1.79747 -1.44750
C -0.71975 2.05588 -1.52427
C -0.03290 2.77263 -0.56297
C 1.32391 3.18671 -0.70475
C 1.87931 4.11119 0.22154
C 3.17260 4.57463 0.07347
C 3.96840 4.13329 -0.99499
C 5.36355 4.64640 -1.13519
C 3.44233 3.21524 -1.91538
C 2.14848 2.74138 -1.78170
C -2.33986 1.74939 -3.90422
C -3.14282 1.61396 -5.02009
H -4.77984 1.34703 -6.99723
H -5.70544 0.03851 -6.23985
H -6.21835 1.70511 -6.02640
H -6.01315 0.51426 -3.54496
H -4.58596 0.77127 -1.50093
H -2.57253 1.83624 -0.47487
H -0.17224 1.67118 -2.38626
H -0.58542 3.11043 0.31524
H 1.24687 4.45649 1.04390
H 3.59053 5.28883 0.78635
H 5.84633 4.21134 -2.01216
H 5.37876 5.73657 -1.23816
H 5.96887 4.40820 -0.25408
H 4.07036 2.87808 -2.74374
H 1.75584 2.02449 -2.50498
H -1.31402 2.10864 -4.01057
H -2.75325 1.86455 -6.00949
O -1.47721 -2.02294 2.18831
C -0.39790 -2.43634 2.63125
C -0.32192 -3.38931 3.80164
C 0.53072 -4.51042 3.77832
C 0.53930 -5.38746 4.86926
C -0.33286 -5.19455 5.94070
C -1.23135 -4.11554 5.92580
C -1.22352 -3.22167 4.85405
C 1.40417 -4.78097 2.57546
C 2.58798 -3.81120 2.42033
C 2.17408 -2.34174 2.61335
C 0.85011 -2.05470 2.00079
N 0.72486 -1.34022 0.85565
N 0.75938 -0.78528 -0.15172
H 1.24612 -6.22377 4.85578
H -0.31658 -5.88728 6.78523
H -1.93942 -3.96050 6.73914
H -1.91617 -2.37961 4.79948
H 1.79187 -5.80311 2.62967
H 0.79405 -4.71436 1.66228
H 3.37980 -4.06586 3.13760
H 3.01799 -3.92604 1.41473
H 2.12383 -2.14059 3.69265
H 2.93906 -1.67689 2.19364
```



Computed, not measured: a molecular structure, C19H43Cl3 at a distorted geometry, with the ωB97M-V functional and the def2-TZVPD basis.

Calculated values
Maximum force = 10.38 eV Å⁻¹
Net charge = 0
HOMO level = -8.71 eV
E_LUMO = 0.6 eV
HOMO-LUMO gap = 9.3 eV

XYZ file:
```
65
C19H43Cl3 | OMol25 | the ωB97M-V functional and the def2-TZVPD basis
C -14.30630 -28.57990 13.25542
C -14.39847 -27.11824 12.61861
C -14.36575 -27.06769 11.09473
C -13.61058 -25.95924 10.34543
C -13.19323 -26.20722 8.95979
C -12.40107 -24.95496 8.40148
H -13.43840 -29.14784 12.92033
H -15.04022 -29.33021 12.96134
H -14.36691 -28.71492 14.33533
H -15.29787 -26.60440 12.95795
H -13.51099 -26.60074 12.98286
H -15.36638 -26.97372 10.67281
H -13.98258 -28.02705 10.74699
H -14.24253 -25.07262 10.29398
H -12.76658 -25.54526 10.89713
H -12.63195 -27.14108 8.99141
H -14.07760 -26.43178 8.36349
H -12.98712 -24.03671 8.36313
H -11.46187 -24.71470 8.89977
H -12.22232 -25.18819 7.35184
C -18.38038 -22.13312 13.07838
C -19.47656 -22.82580 12.25423
C -19.52766 -24.37943 12.43485
C -20.36786 -25.08995 11.31905
C -21.83258 -24.92449 11.63608
C -22.90902 -25.46660 10.64272
H -18.29426 -21.06007 12.90736
H -17.39413 -22.56175 12.90042
H -18.56953 -22.08145 14.15060
H -20.40868 -22.33199 12.52880
H -19.40824 -22.65711 11.17953
H -19.68795 -24.61228 13.48755
H -18.53148 -24.69171 12.12149
H -20.29821 -24.63983 10.32877
H -20.07713 -26.13586 11.22085
H -22.10043 -25.41518 12.57180
H -22.01704 -23.85204 11.69882
H -22.70033 -25.21162 9.60372
H -23.00131 -26.55206 10.67973
H -23.93494 -25.16810 10.85831
C -17.60893 -25.03146 15.25564
C -16.18562 -24.86820 14.57836
C -16.11427 -24.00237 13.24148
C -16.85355 -24.54916 12.01655
C -16.84013 -23.66746 10.80920
C -15.43597 -23.34258 10.22833
H -18.39137 -25.38090 14.58201
H -17.98733 -24.13787 15.75202
H -17.48457 -25.87335 15.93670
H -15.49496 -24.47839 15.32611
H -15.96024 -25.90095 14.31240
H -15.10607 -23.75373 12.91009
H -16.50291 -22.99527 13.39260
H -16.34770 -25.49073 11.80285
H -17.76797 -25.05531 12.32602
H -17.37500 -24.19828 10.02165
H -17.42378 -22.75624 10.94009
H -14.87011 -22.58675 10.77296
H -14.88800 -24.27629 10.10177
H -15.48028 -22.91200 9.22796
C -18.18242 -27.88204 13.95119
Cl -16.71550 -27.03809 14.24318
Cl -19.60767 -26.77528 13.48382
Cl -18.64877 -28.79844 15.37573
H -17.90469 -28.54031 13.12801
```



Computed, not measured: a single C6H15NO molecule at a distorted geometry, with the ωB97M-V functional and the def2-TZVPD basis.

Calculated values
Maximum force = 2.93 eV Å⁻¹
Net charge = 0
HOMO level = -8.89 eV
E_LUMO = 0.9 eV
HOMO-LUMO gap = 9.8 eV
SMILES = CNCCCCCO

XYZ file:
```
23
C6H15NO | OMol25 | the ωB97M-V functional and the def2-TZVPD basis
C -2.06934 -1.11021 -1.17171
O -3.26575 -0.42372 -1.45214
C -1.27137 -0.59373 -0.01006
C -1.00204 0.87357 -0.10145
C 0.29213 1.05732 -0.86282
C 1.60407 0.32154 -0.34872
N 1.69743 0.53402 1.08640
C 2.43285 -0.41192 1.91081
H -2.35689 -2.14689 -0.99550
H -1.42125 -1.08679 -2.18624
H -3.41179 0.34076 -0.81461
H -0.34517 -1.15759 0.08056
H -1.77439 -0.82932 1.00808
H -1.86208 1.52363 -0.65775
H -0.87843 1.23044 0.92884
H 0.57749 2.15316 -0.78562
H 0.18239 0.79880 -1.91700
H 1.61958 -0.71461 -0.73301
H 2.38250 0.83608 -0.95234
H 0.76505 0.68874 1.47884
H 2.15427 -1.54325 1.90914
H 3.58017 -0.25647 1.61993
H 2.37057 -0.08356 2.96639
```



Calculated ΔE to the lowest compared entry with this formula, charge and spin, 8.166; 1.405; 1.129; 0.795; 11.435; 2.644 eV (same order as the records).